# 1
Density functional theory data (wB97M-V/def2-TZVPD) for the molecule C5H7N3O.

```
16
Properties=species:S:1:pos:R:3:forces:R:3:mulliken_charge:R:1
C -0.851 -0.858 -1.094 -0.8 0.1 1.0 -0.340
C -0.474 1.747 -0.683 -1.4 2.1 -1.1 0.884
C 1.065 0.513 0.305 -2.0 -1.2 0.2 0.411
C -0.574 0.482 -0.386 5.1 0.1 0.3 -0.157
C -1.899 -0.616 -0.108 -2.0 0.3 -0.5 -0.753
N 2.068 0.077 -0.515 -0.3 0.1 -0.1 -0.400
N -1.925 -1.116 1.137 0.9 -0.6 0.4 -0.309
N 1.090 0.729 1.548 0.0 0.1 0.1 -0.609
O -0.468 2.899 -0.877 0.2 -1.3 0.4 -0.424
H 3.003 -0.032 -0.140 -0.3 0.1 -0.2 0.208
H 1.935 0.076 -1.513 0.1 0.0 0.2 0.225
H -1.050 -1.319 1.625 -0.2 -0.3 0.0 0.220
H -2.649 -0.809 1.773 0.2 0.1 -0.4 0.257
H 2.009 0.601 1.978 0.0 0.1 -0.2 0.220
H -0.134 -1.667 -0.923 0.4 0.3 0.0 0.307
H -1.146 -0.706 -2.129 0.1 -0.2 0.1 0.262
```
Positions in Å, forces in eV/Å.

Total energy ... -434.04863 Ha
E_HOMO ... -7.310 eV
Energy relative to the best compared isomer or geometry (same formula, charge and spin) ... 513.8 kJ/mol
Largest force on an atom ... 0.099 Eh/bohr
E_LUMO ... 0.018 hartree
HOMO-LUMO gap ... 7.796 eV

# 2
Density functional theory data (wB97M-V/def2-TZVPD) for a cluster of 3 separate species, H3O3P in total.

```
7
Properties=species:S:1:pos:R:3:forces:R:3:mulliken_charge:R:1
O -0.314 0.327 1.208 -2.4 1.6 0.7 -0.426
O -0.443 0.726 -1.245 0.0 4.7 -5.8 -0.641
O 0.914 -1.736 1.115 1.3 0.0 0.1 -0.434
P 1.044 -0.128 1.240 1.5 -1.5 -0.2 0.504
H -0.204 1.272 -2.425 -1.0 -2.8 5.3 0.328
H -0.990 1.537 -0.961 1.1 -1.9 0.0 0.329
H -0.007 -1.999 1.067 -0.5 -0.1 -0.1 0.341
```
Positions in Å, forces in eV/Å.

Total energy ... -568.84390 Ha
E_HOMO ... -10.601 eV
Energy relative to the best compared isomer or geometry (same formula, charge and spin) ... 247.3 kJ/mol
Largest force on an atom ... 0.145 Eh/bohr
E_LUMO ... 0.011 hartree
HOMO-LUMO gap ... 10.898 eV

# 3
Density functional theory data (wB97M-V/def2-TZVPD) for the molecule CClF3.

```
5
Properties=species:S:1:pos:R:3:forces:R:3:mulliken_charge:R:1
C -0.742 -0.304 -0.072 0.6 1.4 0.0 0.538
F -0.876 -0.910 -1.239 -0.2 1.5 0.5 -0.127
F 1.805 0.190 1.051 0.7 -0.4 0.0 -0.533
F -0.873 1.061 0.013 -0.9 -2.6 -1.2 -0.121
Cl 0.214 -0.877 1.014 -0.2 0.0 0.7 0.243
```
Positions in Å, forces in eV/Å.

Total energy ... -797.72236 Ha
E_HOMO (spin up / spin down) ... -10.387 / -10.035 eV
Energy relative to the best compared isomer or geometry (same formula, charge and spin) ... 484.8 kJ/mol
Largest force on an atom ... 0.059 Eh/bohr
E_LUMO (spin up / spin down) ... -0.050 / -0.058 hartree
HOMO-LUMO gap (spin up / spin down) ... 9.026 / 8.465 eV

# 4
Density functional theory data (wB97M-V/def2-TZVPD) for the molecule C4H3N3.

```
10
Properties=species:S:1:pos:R:3:forces:R:3:mulliken_charge:R:1
C 1.410 -0.876 0.101 -0.9 -0.3 0.6 0.287
C 0.074 -1.364 0.223 0.1 -3.0 -1.3 -0.080
C 1.021 2.135 0.315 0.9 0.8 0.3 -0.173
C -1.041 0.632 -0.148 -1.8 3.3 0.4 -0.234
N 2.518 -0.704 -0.065 1.9 0.3 -0.3 -0.310
N -0.989 -0.751 0.002 -0.8 -0.3 0.5 -0.344
N 0.133 1.411 0.165 -1.2 -0.8 0.2 -0.043
H 0.049 -2.527 0.164 -0.1 2.0 0.6 0.298
H -1.197 0.914 -1.198 -0.5 -0.6 0.1 0.321
H -1.979 1.130 0.440 2.3 -1.5 -1.2 0.276
```
Positions in Å, forces in eV/Å.

Total energy ... -318.38100 Ha
E_HOMO ... -11.257 eV
Energy relative to the best compared isomer or geometry (same formula, charge and spin) ... 272.3 kJ/mol
Largest force on an atom ... 0.075 Eh/bohr
E_LUMO ... -0.016 hartree
HOMO-LUMO gap ... 10.818 eV

# 5
Density functional theory data (wB97M-V/def2-TZVPD) for a cluster of 11 separate species, C79H157N7O15 in total.

```
258
Properties=species:S:1:pos:R:3:forces:R:3:mulliken_charge:R:1
C -5.561 4.257 1.345 -0.6 0.6 0.6 -1.206
C -4.543 5.096 0.453 -1.3 -1.1 2.0 1.550
C -4.063 6.240 1.372 1.2 -0.5 -1.5 -2.010
C -3.351 4.170 0.139 0.5 1.1 0.9 -0.500
C -3.615 3.256 -1.032 -1.2 -1.6 2.0 1.012
C -4.034 4.044 -2.202 0.6 2.3 -0.8 -1.217
C -5.367 4.862 -1.926 0.7 0.1 -0.1 2.109
C -5.672 5.854 -3.066 -1.3 -2.2 -1.4 -1.974
C -6.507 3.880 -1.843 -1.2 -2.0 0.3 -1.578
N -5.107 5.730 -0.753 0.2 -0.3 0.3 0.242
O -6.308 6.448 -0.361 0.3 -0.5 -0.3 -0.496
H -5.116 4.006 2.334 0.2 0.4 -0.7 0.005
H -6.403 4.939 1.598 0.3 -0.6 -0.3 0.463
H -5.960 3.272 1.025 0.3 0.7 -0.5 0.173
H -3.405 6.849 0.739 0.2 0.0 0.3 0.507
H -4.828 6.897 1.683 -1.1 0.4 0.5 0.486
H -3.492 5.863 2.216 0.0 -0.1 0.1 0.283
H -2.592 4.928 -0.134 0.5 -0.7 0.1 0.420
H -3.066 3.637 1.125 -0.3 0.8 -1.7 -0.390
H -2.791 2.516 -1.153 -0.6 0.6 -0.5 -0.221
H -4.556 2.699 -0.744 1.2 -0.2 -0.1 -0.636
H -4.237 3.387 -3.029 0.0 -0.1 -0.7 0.546
H -3.167 4.748 -2.454 -1.3 -0.6 -0.1 0.090
H -5.497 5.387 -4.099 -0.4 0.5 1.4 0.230
H -4.986 6.614 -2.944 1.3 2.0 0.0 0.590
H -6.725 6.234 -3.024 0.9 -0.3 0.0 0.371
H -6.333 2.902 -1.313 0.4 0.9 -0.4 0.072
H -6.760 3.563 -2.885 -0.1 0.4 0.7 0.405
H -7.405 4.219 -1.301 0.3 0.5 -0.6 0.390
H -6.204 7.348 -0.705 0.3 -0.4 0.0 0.335
C 1.048 3.370 -8.848 -1.5 3.0 0.7 -1.978
C -0.086 2.853 -7.905 1.2 0.8 1.4 1.928
C -0.365 1.432 -8.371 -2.4 0.6 -0.1 -1.698
C 0.557 2.819 -6.465 -0.2 -0.4 -0.9 -0.969
C -0.420 2.746 -5.301 0.3 0.1 -0.6 1.219
C -1.388 3.913 -5.478 -1.2 -0.8 1.5 -1.041
C -2.157 3.967 -6.799 -0.4 -0.9 0.6 1.847
C -3.172 2.775 -6.770 -1.3 2.5 1.2 -1.857
C -2.870 5.327 -6.922 -0.7 0.6 1.1 -1.563
N -1.217 3.832 -7.851 1.8 -0.3 -2.4 0.101
O -1.872 3.815 -9.123 -0.4 -0.5 0.3 -0.510
H 1.620 4.290 -8.457 -1.3 -1.1 -0.4 0.335
H 1.772 2.636 -8.875 1.5 -1.8 -0.5 0.477
H 0.616 3.621 -9.836 0.4 -0.3 0.4 0.414
H -0.560 1.415 -9.443 0.0 0.0 -0.1 0.427
H 0.438 0.770 -8.175 0.9 -0.6 0.3 0.399
H -1.281 1.069 -7.874 0.4 -0.2 -0.1 0.289
H 1.253 1.956 -6.464 0.0 0.6 0.1 -0.638
H 1.083 3.773 -6.414 0.3 -0.2 0.3 0.678
H -0.874 1.776 -5.188 -0.6 -0.4 -0.5 -0.489
H 0.156 2.780 -4.379 0.0 0.7 0.3 0.094
H -0.849 4.816 -5.294 0.4 0.8 -0.1 0.660
H -2.191 3.858 -4.705 0.6 0.2 -0.2 -0.311
H -2.715 1.869 -6.543 1.0 -1.6 0.2 0.404
H -3.800 2.687 -7.637 -0.2 0.0 -0.6 0.484
H -3.868 2.970 -5.921 0.3 -0.1 -0.5 0.257
H -3.453 5.435 -7.836 0.3 -0.1 -0.2 0.392
H -2.201 6.226 -6.788 -0.4 -1.2 -0.3 0.383
H -3.636 5.402 -6.105 0.6 -0.1 -0.4 0.077
H -2.451 3.015 -9.128 0.5 0.6 0.0 0.377
C -0.647 2.150 5.571 -1.2 -0.9 -1.4 -0.763
C -1.654 2.797 6.506 -0.7 -0.1 -1.0 1.592
C -0.838 3.439 7.572 -0.1 1.9 1.0 -1.789
C -2.422 3.913 5.779 0.2 -0.1 -0.2 -2.057
C -3.441 3.378 4.819 -0.9 -1.8 0.1 0.896
C -4.419 2.401 5.578 0.9 0.3 -1.4 -1.833
C -3.675 1.227 6.215 0.1 0.2 -1.5 2.537
C -4.665 0.497 7.134 2.0 -0.2 -0.6 -2.007
C -3.170 0.256 5.055 0.5 1.7 0.1 -1.541
N -2.646 1.864 7.086 -0.3 0.0 -0.4 -0.009
O -1.912 0.826 7.693 0.6 -0.6 0.0 -0.472
H -0.089 2.977 5.195 1.1 0.4 -0.1 0.521
H -0.062 1.385 6.108 -0.1 0.3 -0.6 0.710
H -1.144 1.768 4.626 0.7 -0.1 1.3 -0.873
H -0.283 2.680 8.124 0.2 0.4 0.1 0.417
H -0.223 4.228 7.077 0.2 -1.0 0.3 0.287
H -1.449 4.098 8.242 0.2 -1.0 -0.1 0.366
H -2.829 4.531 6.558 -0.7 0.4 0.3 0.450
H -1.762 4.559 5.205 0.5 0.0 0.2 0.499
H -4.048 4.112 4.327 -0.2 0.8 0.0 0.425
H -2.914 2.868 3.981 -0.4 0.1 0.5 -0.557
H -5.178 1.993 4.887 0.2 0.2 0.3 0.491
H -4.911 2.968 6.354 -0.3 0.2 0.3 0.427
H -4.355 -0.551 7.186 -0.4 0.1 0.5 0.310
H -5.622 0.611 6.701 -1.2 -0.2 -0.2 0.500
H -4.567 1.039 8.056 -0.5 -0.2 0.8 0.483
H -2.816 0.794 4.145 0.2 -0.2 0.9 -0.321
H -3.901 -0.353 4.593 -1.6 -0.6 0.2 0.807
H -2.439 -0.437 5.415 0.8 -0.2 0.2 0.155
H -2.316 0.733 8.552 -0.1 0.0 0.5 0.373
C 1.329 -5.824 3.072 0.2 -1.2 -0.3 -1.590
C 1.139 -4.371 3.570 -1.1 -0.5 0.7 1.614
C 2.330 -3.572 3.042 0.1 0.1 -0.5 -0.600
C -0.234 -3.896 3.085 1.0 1.2 -1.2 0.142
C -0.642 -2.552 3.742 2.0 -1.0 0.5 0.530
C -0.625 -2.668 5.310 -1.6 0.7 -1.7 -1.357
C 0.668 -3.165 5.792 1.4 -1.9 1.5 1.671
C 1.692 -2.033 5.696 1.5 0.2 0.7 -1.271
C 0.479 -3.665 7.315 -0.3 1.0 -1.5 -1.953
N 1.032 -4.398 5.032 -0.4 0.4 0.0 0.097
O 2.294 -4.818 5.481 1.2 1.4 -0.8 -0.482
H 2.377 -6.165 3.082 -0.1 0.5 -0.1 0.380
H 0.828 -6.674 3.584 -0.2 1.1 0.4 0.441
H 0.953 -5.927 2.042 0.3 0.4 0.1 -0.048
H 2.242 -2.453 3.030 0.0 -1.2 0.2 -0.673
H 3.195 -3.921 3.634 -0.2 0.5 -0.4 0.840
H 2.439 -3.942 2.004 0.3 0.5 0.3 -0.418
H -0.053 -3.761 1.977 -0.8 -0.1 1.0 -1.127
H -0.959 -4.669 3.229 -0.5 -0.5 0.2 0.615
H 0.177 -1.891 3.402 -0.6 0.2 0.4 -1.547
H -1.546 -2.206 3.314 -1.0 0.4 -0.1 1.539
H -1.493 -3.282 5.623 0.5 0.3 0.0 0.689
H -0.651 -1.676 5.773 -0.8 0.0 -0.2 -0.038
H 1.465 -1.401 4.826 0.0 0.4 0.7 0.092
H 2.752 -2.332 5.529 -0.8 -0.4 0.1 0.273
H 1.757 -1.522 6.698 -0.5 0.1 -1.2 0.375
H 1.410 -3.744 7.856 0.4 -0.5 -0.1 0.457
H -0.115 -4.579 7.269 0.3 -0.2 0.2 0.501
H -0.099 -2.938 7.887 -0.2 0.2 -0.2 0.347
H 2.042 -5.506 6.030 -0.3 -2.2 1.8 0.391
C 6.449 2.360 4.413 -0.8 -1.3 -0.5 -1.884
C 5.111 2.655 3.776 -2.6 -0.9 -1.3 1.689
C 5.122 2.484 2.236 2.9 -0.7 0.0 -1.868
C 4.030 1.626 4.255 1.4 0.3 1.3 -0.773
C 3.549 1.992 5.696 0.7 -2.1 -0.2 -0.745
C 2.937 3.349 5.721 0.5 0.6 0.8 -0.879
C 3.924 4.428 5.250 0.3 -0.1 1.0 1.885
C 3.115 5.688 4.938 1.0 1.7 0.7 -1.925
C 5.096 4.609 6.378 -1.1 0.2 -0.2 -1.384
N 4.454 3.962 3.973 0.6 0.0 -0.5 0.187
O 5.260 4.941 3.337 -0.2 0.3 0.2 -0.492
H 6.193 2.239 5.452 0.9 0.2 0.6 0.519
H 6.803 1.374 4.046 -0.3 0.4 0.2 0.406
H 7.222 3.041 4.141 0.5 0.8 0.3 0.377
H 5.984 3.107 1.872 -1.0 -0.4 -0.1 0.437
H 5.444 1.418 1.981 -0.8 1.2 0.3 0.364
H 4.194 2.782 1.761 0.0 -0.1 0.0 0.320
H 3.222 1.740 3.587 -1.2 0.0 -0.8 -0.249
H 4.464 0.612 4.084 -0.4 0.5 0.6 0.647
H 2.844 1.256 6.120 0.0 0.1 -0.5 -0.062
H 4.408 1.889 6.376 -0.1 0.4 -0.1 0.479
H 2.652 3.589 6.766 -0.1 0.0 -0.6 0.665
H 2.061 3.357 5.085 -0.2 0.1 -0.1 -0.286
H 2.369 5.559 4.151 0.2 -0.3 0.1 0.356
H 3.832 6.482 4.589 -0.8 -0.6 0.3 0.431
H 2.602 6.091 5.844 0.4 -0.4 -0.5 0.393
H 5.247 5.632 6.777 -0.5 -0.3 -0.4 0.404
H 6.033 4.379 5.865 0.0 -0.3 0.5 0.286
H 4.903 3.953 7.287 0.5 0.6 -1.3 0.265
H 6.069 5.027 3.859 0.2 0.1 0.1 0.392
C 3.351 -7.777 0.147 0.1 1.0 1.7 -1.477
C 4.242 -6.615 -0.437 -0.2 -2.3 -2.2 1.718
C 5.012 -5.864 0.608 1.7 -1.4 -1.0 -1.592
C 5.216 -7.327 -1.460 0.0 -1.5 1.6 -1.516
C 6.000 -6.452 -2.416 -1.6 -1.5 -0.5 -0.648
C 4.887 -5.796 -3.218 -0.5 1.1 0.2 -1.317
C 3.890 -4.978 -2.333 1.2 0.9 0.2 1.618
C 4.686 -3.734 -1.793 -1.1 0.0 -1.0 -1.217
C 2.778 -4.400 -3.162 -1.2 -0.1 0.0 -2.721
N 3.307 -5.818 -1.268 1.4 -0.8 -0.9 -0.683
O 2.443 -5.127 -0.462 -0.8 1.6 0.9 2.374
H 2.901 -8.427 -0.610 0.1 0.4 0.0 0.349
H 3.989 -8.393 0.807 -0.2 0.1 -0.3 0.461
H 2.534 -7.360 0.825 1.0 -0.5 -1.0 0.063
H 4.275 -5.356 1.143 -0.5 1.6 1.3 0.228
H 5.490 -6.603 1.253 -0.2 0.0 0.3 0.488
H 5.886 -5.340 0.156 -1.1 0.4 0.5 0.287
H 5.887 -8.031 -0.909 -0.2 0.8 0.2 0.376
H 4.606 -8.076 -1.978 -0.1 0.5 -0.5 0.443
H 6.701 -5.864 -1.874 0.4 1.0 0.2 0.362
H 6.559 -7.125 -3.068 0.2 0.2 0.0 0.407
H 4.334 -6.571 -3.736 -0.1 -0.3 -0.1 0.504
H 5.236 -5.118 -3.996 0.2 0.2 0.0 0.344
H 4.463 -2.860 -2.463 0.8 -0.8 0.4 0.123
H 5.733 -3.966 -1.650 0.1 0.4 0.0 0.305
H 4.232 -3.439 -0.870 0.1 0.4 0.9 0.211
H 3.176 -3.880 -4.001 0.6 0.7 -0.7 0.960
H 2.109 -3.682 -2.627 0.6 -0.8 -0.3 0.027
H 2.196 -5.183 -3.634 -0.4 -0.3 0.2 0.336
H 2.889 -4.316 -0.098 -0.3 -0.8 -0.3 -0.523
C -0.921 1.553 0.842 -0.5 2.1 -0.4 -0.701
C 0.203 1.273 -0.102 0.6 -0.1 -1.6 2.998
C 0.470 2.503 -1.050 -1.1 -0.8 1.4 -1.886
C 1.498 0.991 0.662 0.7 0.4 -1.1 -1.884
C 1.443 -0.306 1.457 -1.9 0.2 0.5 0.157
C 1.137 -1.406 0.489 -0.9 -1.2 -1.1 -0.169
C -0.095 -1.196 -0.440 0.1 -1.4 -0.4 2.518
C -0.025 -2.242 -1.632 -1.3 1.3 0.4 -1.366
C -1.317 -1.517 0.424 -0.6 0.6 -1.0 1.025
N -0.048 0.132 -1.047 0.6 0.6 0.4 0.082
O -1.277 0.413 -1.699 -0.5 -0.1 -0.7 1.363
H -1.849 1.843 0.303 0.5 -0.8 0.6 -1.159
H -1.018 0.823 1.604 -0.6 -0.7 0.4 -0.343
H -0.642 2.473 1.368 0.0 0.1 0.1 0.725
H 1.044 2.172 -1.891 0.3 -0.1 -0.5 0.289
H -0.513 2.866 -1.361 0.3 0.3 -0.2 0.105
H 1.015 3.258 -0.497 0.0 0.3 0.0 0.440
H 2.255 0.930 -0.199 -0.4 0.0 1.5 0.113
H 1.671 1.906 1.266 0.3 -0.6 -0.2 0.522
H 2.307 -0.515 2.072 0.4 0.1 0.0 1.075
H 0.535 -0.316 2.161 1.4 0.5 -0.6 -1.006
H 0.919 -2.378 0.947 0.1 0.3 0.3 -1.183
H 1.909 -1.649 -0.199 1.5 0.2 -0.5 0.908
H 0.599 -1.866 -2.411 0.8 0.4 -0.5 0.565
H -1.028 -2.275 -2.112 0.5 -0.3 0.4 -0.657
H 0.313 -3.244 -1.403 -0.1 -0.2 0.6 -0.103
H -1.476 -2.593 0.397 -0.1 0.0 0.2 0.226
H -2.240 -1.021 0.029 0.9 -0.3 0.6 -1.517
H -1.051 -1.206 1.424 -0.8 0.0 0.3 -0.836
H -1.125 0.445 -2.672 0.4 -0.3 0.9 -0.621
O 2.121 -1.450 -7.362 -0.2 0.5 1.7 -0.648
C 2.703 -0.676 -6.618 0.1 -0.7 -2.7 0.452
C 2.819 -0.558 -5.148 -3.0 -0.1 0.5 1.312
C 3.631 0.662 -4.805 -0.4 -1.0 -1.8 -0.675
C 4.257 0.944 -6.163 1.1 0.5 -1.1 -0.717
O 3.540 0.181 -7.206 0.7 1.8 1.1 -0.462
H 1.755 -0.636 -4.737 1.7 0.0 0.0 -0.762
H 3.414 -1.390 -4.917 0.3 -1.7 0.8 0.088
H 3.018 1.414 -4.425 -0.8 1.5 0.4 0.180
H 4.329 0.370 -4.075 1.1 0.1 0.9 0.447
H 4.386 1.997 -6.440 -0.9 -0.1 -0.1 0.430
H 5.283 0.614 -6.255 0.3 -0.6 0.4 0.282
O -1.795 -5.757 -3.964 0.3 0.3 0.7 -0.657
C -1.460 -5.799 -2.810 0.1 -0.4 1.7 0.476
C -0.326 -6.578 -2.121 0.2 -0.3 -1.6 0.227
C -0.590 -6.631 -0.639 0.3 0.0 0.9 0.529
C -1.656 -5.543 -0.468 1.0 2.2 -0.5 -0.016
O -2.105 -5.147 -1.797 -0.5 -0.3 -0.6 -0.275
H -0.272 -7.546 -2.614 0.1 -0.2 0.1 0.561
H 0.598 -6.070 -2.387 0.2 0.1 0.2 -0.797
H -0.873 -7.654 -0.322 -0.3 0.7 -0.1 0.315
H 0.298 -6.351 -0.019 -0.6 -0.3 -0.7 -0.793
H -2.532 -5.723 0.113 -0.6 -0.6 0.3 0.499
H -1.209 -4.583 -0.067 -0.3 -1.2 -0.2 -0.356
O -4.712 -1.427 0.991 0.0 -0.7 -1.0 -0.604
C -4.629 -1.566 -0.202 -0.1 -0.1 0.0 0.487
C -4.405 -0.480 -1.241 -0.6 0.2 -0.4 0.205
C -4.060 -1.255 -2.500 1.7 0.7 -1.4 0.710
C -4.711 -2.623 -2.265 1.2 -0.8 -1.3 -0.324
O -4.744 -2.790 -0.872 -0.6 1.2 2.1 -0.384
H -5.373 -0.008 -1.437 -0.2 0.0 0.4 0.318
H -3.734 0.334 -0.930 0.0 -0.7 0.0 -0.309
H -4.422 -0.766 -3.434 0.0 -0.3 0.7 0.650
H -2.927 -1.272 -2.650 -1.4 -0.4 0.4 -0.794
H -5.695 -2.726 -2.782 0.4 0.2 0.8 0.167
H -4.073 -3.479 -2.580 -0.4 0.7 -0.3 0.187
O -0.943 -0.514 -4.816 -0.6 2.3 1.3 -0.359
C -0.778 -1.522 -5.397 0.9 -2.5 -1.2 -0.393
C -1.333 -1.967 -6.748 -0.2 1.5 0.2 -0.173
C -1.083 -3.442 -6.755 1.2 -1.7 -0.7 -0.770
C 0.236 -3.555 -5.865 -0.9 -0.3 -0.1 -0.347
O 0.049 -2.478 -4.899 0.3 0.1 -0.8 0.559
H -2.410 -1.710 -6.764 0.6 0.0 -0.2 0.403
H -0.775 -1.338 -7.497 -0.5 -0.8 0.5 -0.047
H -1.948 -3.946 -6.285 0.7 0.0 0.0 0.318
H -0.939 -3.908 -7.786 -0.1 0.7 1.4 0.347
H 0.352 -4.446 -5.232 -0.5 0.0 -0.5 0.177
H 1.175 -3.455 -6.455 -0.8 0.5 0.4 0.251
```
Positions in Å, forces in eV/Å.

Total energy ... -4615.80055 Ha
E_HOMO ... -8.343 eV
Energy relative to the best compared isomer or geometry (same formula, charge and spin) ... 0.0 kJ/mol
Largest force on an atom ... 0.068 Eh/bohr
SMILES ... CC1(C)CCCC(C)(C)N1O.CC1(C)CCCC(C)(C)N1O.CC1(C)CCCC(C)(C)N1O.CC1(C)CCCC(C)(C)N1O.CC1(C)CCCC(C)(C)N1O.CC1(C)CCCC(C)(C)N1O.CC1(C)CCCC(C)(C)N1O.O=C1CCCO1.O=C1CCCO1.O=C1CCCO1.O=C1CCCO1
E_LUMO ... 0.009 hartree
HOMO-LUMO gap ... 8.595 eV

Which formula does entry 2 have?
H3O3P